{
  "formula": "C40H56O36",
  "method": "ωB97M-V with the def2-TZVPD basis set",
  "charge": 1,
  "e_above_lowest_kcal_mol": 0.09,
  "s_squared": 0.76,
  "e_lumo_ha": [-0.1182, -0.3555],
  "multiplicity": 2,
  "species": ["C", "C", "O", "C", "O", "O", "H", "H", "H", "H", "C", "C", "O", "C", "O", "O", "H", "H", "H", "H", "C", "C", "O", "C", "O", "O", "H", "H", "H", "H", "C", "C", "O", "C", "O", "O", "H", "H", "H", "H", "C", "C", "O", "C", "O", "O", "H", "H", "H", "H", "C", "C", "O", "C", "O", "O", "H", "H", "H", "H", "C", "C", "O", "C", "O", "O", "H", "H", "H", "H", "C", "C", "O", "C", "O", "O", "H", "H", "H", "H", "C", "C", "C", "O", "C", "O", "O", "H", "H", "H", "H", "H", "H", "C", "C", "C", "O", "C", "O", "O", "H", "H", "H", "H", "H", "H", "C", "C", "C", "O", "C", "O", "O", "H", "H", "H", "H", "H", "H", "C", "C", "C", "O", "C", "O", "O", "H", "H", "H", "H", "H", "H"],
  "coordinates": [[2.4360, -0.6085, 3.8964], [2.9278, 0.2108, 5.0060], [2.9799, -0.7883, 6.0080], [2.2279, -1.8240, 5.7173], [1.9897, -2.8085, 6.4692], [1.7561, -1.7160, 4.5550], [3.2032, -0.8444, 3.1589], [1.7470, -0.1565, 3.1828], [2.2654, 1.0438, 5.2411], [3.9453, 0.5741, 4.8616], [-2.9380, 3.7276, 0.2598], [-4.2369, 3.2793, 0.9118], [-4.2332, 3.8254, 2.2359], [-3.1777, 4.6872, 2.3136], [-2.7539, 5.1885, 3.3807], [-2.5388, 4.7629, 1.1123], [-3.1113, 4.0673, -0.7612], [-2.1833, 2.9538, 0.1191], [-4.4278, 2.2068, 0.9479], [-5.0953, 3.8286, 0.5252], [-4.1384, -1.0479, -4.6699], [-3.0651, -1.6506, -3.7318], [-2.6119, -0.4759, -3.0570], [-3.5197, 0.4824, -3.1385], [-3.3810, 1.5920, -2.7454], [-4.5816, 0.0756, -4.0363], [-4.9587, -1.7656, -4.6665], [-3.8643, -0.8548, -5.7070], [-2.2317, -2.0132, -4.3336], [-3.4491, -2.5109, -3.1837], [0.4206, 1.7417, -3.8038], [0.4236, 0.8158, -4.9193], [1.8482, 0.5212, -5.0072], [2.4759, 1.1116, -4.0452], [3.6236, 1.0184, -3.8234], [1.6619, 1.7530, -3.2683], [-0.1867, 1.3249, -3.0003], [0.1622, 2.7684, -4.0631], [0.0593, 1.3657, -5.7871], [-0.1024, -0.1228, -4.7449], [-1.2206, 2.3786, 3.7777], [-1.0800, 1.1185, 4.6340], [-0.0263, 1.4488, 5.5210], [0.1358, 2.7047, 5.4961], [0.4339, 3.4211, 6.3761], [-0.2486, 3.2771, 4.3794], [-2.2327, 2.7674, 3.8899], [-1.0172, 2.0887, 2.7468], [-0.9509, 0.1918, 4.0747], [-2.0156, 0.9591, 5.1701], [-0.4547, -1.5321, -0.5199], [-0.2267, -1.1637, 0.9607], [0.0162, 0.1584, 1.0125], [0.1061, 0.7355, -0.1528], [0.1735, 1.9406, -0.3034], [-0.0605, -0.2158, -1.0837], [-1.5235, -1.7128, -0.6350], [0.1215, -2.3874, -0.8726], [0.5860, -1.6862, 1.4652], [-1.1850, -1.2200, 1.4770], [-2.8667, -3.8481, 0.6849], [-2.3357, -5.2479, 0.9980], [-3.3068, -6.1417, 0.5934], [-4.4488, -5.5056, 0.8376], [-5.4568, -6.1237, 0.8992], [-4.2525, -4.1502, 0.9577], [-2.6820, -3.5332, -0.3422], [-2.4461, -3.1549, 1.4133], [-1.8513, -5.4447, 1.9544], [-1.4788, -5.2611, 0.3245], [-0.2949, 5.6026, -3.3304], [0.4233, 5.2907, -2.0429], [1.5570, 6.1862, -2.1492], [1.7602, 6.6742, -3.3846], [2.6916, 7.4340, -3.7173], [0.7946, 6.1848, -4.1632], [-1.1579, 6.2358, -3.1245], [-0.7156, 4.6905, -3.7538], [0.8767, 4.3011, -1.9859], [-0.2340, 5.4189, -1.1829], [5.2474, 2.7087, -1.4142], [4.8057, 3.5945, -0.2269], [3.3163, 3.5542, 0.1482], [3.4612, 3.2777, 1.5165], [4.7159, 2.8763, 1.8339], [5.0824, 2.5094, 2.9568], [5.5526, 3.0993, 0.8085], [6.3099, 2.7408, -1.6553], [4.5814, 2.9100, -2.2533], [5.0226, 1.6816, -1.1270], [5.0603, 4.6543, -0.2370], [2.7888, 2.8054, -0.4428], [2.8277, 4.4630, -0.2033], [4.9097, -3.9353, 3.9290], [4.3913, -3.9475, 2.4967], [4.2646, -5.2987, 1.8134], [2.9116, -5.5057, 1.6922], [2.2201, -4.4365, 2.0813], [1.0547, -4.4195, 1.9102], [3.0645, -3.5015, 2.5395], [5.9888, -4.0847, 3.8929], [4.4599, -4.7588, 4.4836], [4.8203, -2.9957, 4.4742], [4.9481, -3.3112, 1.8088], [4.7914, -6.1161, 2.3058], [4.6580, -5.2241, 0.7996], [2.1572, -2.6169, -3.1209], [3.1553, -2.5974, -2.0458], [4.5048, -1.7896, -2.3356], [4.4879, -0.7190, -1.4165], [3.4433, -0.7427, -0.6376], [3.1983, -0.0014, 0.3141], [2.6425, -1.8364, -0.9342], [2.5027, -3.0324, -4.0675], [1.8528, -1.6022, -3.3773], [1.2262, -3.1386, -2.8995], [3.3058, -3.5875, -1.6156], [4.5544, -1.3449, -3.3296], [5.3843, -2.4225, -2.2171], [-7.1439, -2.5956, -1.4328], [-6.4190, -1.2806, -1.4194], [-6.8613, -0.2341, -0.4050], [-5.7727, -0.0546, 0.4858], [-4.7299, -0.6787, 0.0336], [-3.6168, -0.5385, 0.5030], [-5.0568, -1.5361, -0.9126], [-7.4917, -2.9384, -0.4583], [-6.5882, -3.4166, -1.8859], [-7.9815, -2.4333, -2.1111], [-6.3778, -0.9083, -2.4431], [-7.6186, -0.6011, 0.2877], [-7.2862, 0.6889, -0.7994]]
}